DFT (the ωB97M-V functional and the def2-TZVPD basis) results for a molecular structure, C20H19Cl2N7O2RuS in a non-equilibrium geometry.

```
52
Properties=species:S:1:pos:R:3:forces:R:3
Ru 0.312571 -0.286829 0.550320 0.656 -0.681 -0.826
C -0.529351 0.170325 -4.849019 -0.002 -0.005 0.051
C -1.044474 -0.883452 -4.096946 0.044 0.030 -0.129
C -1.185213 -0.758527 -2.730774 -0.025 -0.007 0.185
C -0.835124 0.440741 -2.105195 -0.105 0.217 -0.218
C -0.297053 1.494454 -2.861479 -0.022 -0.018 0.202
C -0.145175 1.352103 -4.224254 -0.012 -0.005 -0.106
N -1.008541 0.599755 -0.714650 -0.120 0.244 -0.261
C -1.568476 1.738800 -0.214018 0.134 -0.308 -0.109
C -2.373078 2.631485 -0.965208 -0.039 -0.026 -0.048
C -2.958638 3.706176 -0.340752 0.041 0.050 0.026
C -2.789155 3.912818 1.031671 -0.013 0.013 -0.043
C -2.004430 3.040617 1.792745 -0.028 0.080 0.161
C -1.384874 1.993496 1.170500 0.418 0.002 -0.186
N -0.486944 1.143765 1.909689 -0.098 -0.145 0.659
N 0.774430 1.401451 1.721729 0.130 0.680 -0.155
C 1.661192 0.614572 2.545379 -0.339 -0.363 0.111
C 2.476597 1.073965 3.539995 0.176 0.184 0.161
C 3.281377 0.120937 4.159737 0.013 -0.030 -0.047
C 3.271938 -1.202547 3.725111 0.014 0.082 0.087
C 2.434720 -1.572773 2.692266 -0.018 -0.039 -0.114
N 1.622253 -0.662230 2.143716 -0.172 0.166 -0.136
H -0.420044 0.069284 -5.920947 0.004 -0.024 0.028
H -1.343747 -1.802504 -4.582790 0.003 0.028 -0.014
H -1.609173 -1.562961 -2.147372 -0.005 -0.009 0.014
H 0.041002 2.392985 -2.358289 -0.008 -0.023 -0.024
H 0.279526 2.162592 -4.801774 0.007 -0.035 0.003
H -2.536062 2.445167 -2.017830 -0.043 -0.036 0.051
H -3.560503 4.394277 -0.918685 -0.039 -0.031 0.038
H -3.259416 4.761304 1.510822 0.002 -0.029 -0.001
H -1.854798 3.204828 2.852711 -0.002 0.028 -0.040
H 2.492824 2.119197 3.818889 -0.011 -0.048 -0.012
H 3.928278 0.418128 4.975635 0.002 -0.015 -0.045
H 3.916929 -1.941219 4.179769 -0.010 0.023 -0.008
H 2.411198 -2.570492 2.277658 -0.054 0.007 -0.020
N -1.721584 -1.387730 2.041405 0.129 0.073 0.034
N -2.232091 -2.546966 1.466856 -0.070 0.002 -0.056
C -1.528778 -3.187779 0.535419 -0.003 0.107 -0.232
N -2.012418 -4.320506 0.048616 0.087 -0.056 -0.036
S 0.011906 -2.652090 -0.034810 0.010 0.127 0.403
H -1.258760 -1.601897 2.921170 -0.074 0.009 0.061
H -2.470477 -0.728004 2.217122 -0.004 0.055 -0.094
H -3.105034 -2.924851 1.808939 0.013 -0.072 0.069
H -2.861587 -4.748924 0.384886 0.001 -0.002 0.031
H -1.457860 -4.841429 -0.613069 -0.053 -0.003 -0.035
Cl 2.978364 -0.531634 -3.621403 0.009 -0.036 0.004
C 3.736962 -0.764646 -2.038684 -0.038 0.256 -0.112
Cl 4.761977 0.600812 -1.586814 0.024 -0.008 0.003
C 2.654477 -0.945033 -0.990293 0.319 -0.315 -0.020
O 2.619403 -1.983217 -0.346293 -0.119 0.449 -0.111
O 1.831846 0.061936 -0.866337 -0.796 -0.465 0.899
H 4.343066 -1.657754 -2.075090 0.088 -0.078 -0.041
```
Positions in Å, forces in eV/Å.

Calculated values
electronic energy = -74018.63154 eV
expectation value of S² = 6.050
spin multiplicity = 5
net charge = +2
E_HOMO (alpha / beta) = -14.13 / -14.46 eV

DFT (the ωB97M-V functional and the def2-TZVPD basis) results for a single C20H19ClF3N5O2 molecule in a non-equilibrium geometry.

```
50
Properties=species:S:1:pos:R:3:forces:R:3
C -5.626878 -5.141654 -0.946386 -0.583 2.901 1.490
C -5.921432 -3.940559 -0.317710 0.580 -4.146 -1.146
C -5.200427 -2.727097 -0.676688 -0.685 3.159 -0.093
O -5.877308 -1.691822 -0.640519 0.718 -0.583 -0.197
N -3.860696 -2.638141 -1.067421 -3.542 -0.348 0.244
C -3.149221 -1.365523 -1.095036 -0.024 1.000 -0.804
C -1.970032 -2.093438 -0.497879 0.858 -0.380 -0.486
C -1.292722 -1.500637 0.714526 -0.472 0.199 1.699
C 0.071614 -1.712542 0.078454 1.393 0.216 0.834
N 1.051104 -0.624984 -0.070202 0.492 -1.221 -0.945
N 0.909881 0.622449 0.434028 1.047 -0.184 0.124
C 2.086306 1.211110 0.215495 -1.196 -1.516 -0.945
C 2.291358 2.540226 0.722203 0.162 0.698 0.627
C 3.554960 2.889367 1.193969 0.423 0.929 0.728
C 3.705414 4.086542 1.909661 1.031 -0.575 -0.347
C 2.669494 4.971615 2.114393 -0.407 0.184 -0.221
Cl 3.028903 6.384212 3.107975 -0.205 -0.597 -0.443
C 1.412012 4.679133 1.557805 0.209 -1.040 -0.032
C 0.230852 5.591356 1.799051 -0.098 0.152 -0.168
F -0.321808 5.271107 3.017102 0.056 0.668 -1.282
F 0.590965 6.901539 1.804161 -0.579 -0.942 0.197
F -0.717250 5.480983 0.814480 0.616 -0.197 1.220
C 1.215059 3.409438 0.928032 0.519 1.657 0.969
C 2.968625 0.315856 -0.498335 0.591 4.538 0.859
C 4.289360 0.573547 -1.044587 1.755 0.344 -1.279
N 4.724062 1.760586 -1.523541 -1.340 1.471 0.398
O 5.133408 -0.283082 -1.234044 0.183 -2.799 0.464
C 2.279952 -0.794506 -0.701067 -1.209 -2.061 1.373
N 2.844157 -1.912993 -1.255141 -1.707 -0.994 -0.025
C -0.599351 -2.121204 -1.188690 -0.424 -1.059 -1.516
C -2.826003 -3.395681 -0.458562 2.002 -0.076 0.858
H -6.222839 -6.011205 -0.727074 0.022 -0.221 -0.183
H -4.824201 -5.166385 -1.675943 -0.077 -0.256 0.094
H -6.803425 -3.891245 0.357780 0.977 0.362 -0.556
H -2.948735 -0.964472 -2.116034 -0.357 -0.378 0.502
H -3.543017 -0.509580 -0.496484 -0.095 -0.933 -0.203
H -1.505715 -2.054812 1.635659 0.430 -0.021 -0.003
H -1.577028 -0.480984 0.952604 0.121 0.307 -0.348
H 0.570655 -2.575812 0.557240 0.075 0.461 -0.131
H 4.445955 2.237021 1.114937 -0.866 0.369 -0.084
H 4.691139 4.339604 2.308066 -0.371 -0.105 -0.054
H 0.194217 3.114194 0.739388 0.056 -0.083 -0.483
H 5.583208 1.734392 -2.066681 -0.523 0.103 0.386
H 4.098955 2.544791 -1.520748 0.202 0.397 -0.283
H 2.531299 -2.796852 -0.860047 0.238 0.281 -0.329
H 3.838673 -1.804279 -1.375580 0.348 -0.038 0.128
H -0.522597 -1.379370 -1.988079 0.156 -0.204 -0.011
H -0.292774 -3.130849 -1.517595 -0.160 0.564 -0.321
H -2.938681 -3.743965 0.589480 -0.490 -0.013 -0.595
H -2.469446 -4.205400 -1.106416 0.149 0.007 0.316
```
Positions in Å, forces in eV/Å.

Calculated values
electronic energy = -53266.96760 eV
SMILES string = C=CC(=O)N1CC2(CC(n3nc(-c4ccc(Cl)c(C(F)(F)F)c4)c(C(N)=O)c3N)C2)C1
spin multiplicity = 1
E_HOMO = -8.57 eV

DFT (the ωB97M-V functional and the def2-TZVPD basis) results for a single C20H19F3N2O2 molecule in a non-equilibrium geometry.

```
46
Properties=species:S:1:pos:R:3:forces:R:3
C -2.680616 -2.006612 1.869571 -0.012 0.014 -0.043
C -2.456393 -0.592836 1.425421 0.035 0.011 0.033
C -1.201552 -0.005136 1.500888 -0.067 -0.061 0.034
C -1.004735 1.298296 1.081174 -0.058 0.078 -0.032
C -2.058686 2.053217 0.585877 0.035 0.143 0.103
C -1.831664 3.457434 0.102801 -0.011 -0.060 -0.189
C -1.842169 3.518633 -1.435041 0.224 0.239 0.198
N -1.000961 2.495837 -2.018668 -0.354 -0.079 -0.201
C 0.331723 2.491181 -1.871218 -0.184 -0.696 -0.406
O 0.982053 3.377524 -1.360432 0.265 0.338 0.192
C 1.015663 1.239913 -2.452843 0.305 0.264 0.314
C 2.013334 0.623334 -1.462589 -0.133 0.127 -0.221
C 1.334474 -0.698743 -1.189057 -0.131 0.756 -0.711
C 1.664604 -1.726202 -0.206683 -0.004 -0.617 0.481
C 0.602790 -2.544621 0.200208 0.146 0.063 -0.026
C 0.767822 -3.536650 1.142911 0.081 -0.039 0.026
C 2.008337 -3.735316 1.726888 -0.012 0.032 -0.037
C 3.077965 -2.956885 1.329175 0.017 0.036 -0.011
C 2.923255 -1.966278 0.364387 -0.038 -0.001 -0.036
C 4.163600 -1.224633 -0.054833 0.402 0.157 -0.032
F 4.164287 0.068337 0.320184 -0.196 0.119 0.086
F 4.351620 -1.238990 -1.388250 -0.192 -0.084 -0.185
F 5.282407 -1.747990 0.467249 0.014 -0.216 0.183
N 0.285110 -0.859106 -1.902158 0.145 -0.819 0.578
O 0.059243 0.196752 -2.718848 -0.053 0.564 -0.590
C -3.315227 1.464694 0.508118 0.058 0.008 0.008
C -3.509916 0.160775 0.920689 0.024 -0.024 -0.020
H -3.589408 -2.081351 2.463951 -0.032 -0.081 0.056
H -1.841932 -2.363254 2.462176 0.030 -0.079 0.057
H -2.795585 -2.659661 1.003974 -0.009 -0.124 -0.020
H -0.369134 -0.570123 1.896949 0.055 -0.055 0.053
H -0.021116 1.741158 1.150413 0.123 0.092 0.011
H -0.862276 3.812695 0.452814 -0.061 0.050 0.019
H -2.607213 4.125678 0.481218 0.028 0.052 0.030
H -2.852049 3.375286 -1.821063 0.055 0.036 -0.007
H -1.467739 4.494797 -1.755208 -0.152 -0.046 -0.016
H -1.432360 1.643359 -2.345129 0.144 0.045 0.059
H 1.477598 1.519558 -3.405059 -0.057 -0.018 0.150
H 2.113511 1.236515 -0.565581 0.041 -0.039 -0.080
H 2.997639 0.501603 -1.909923 -0.076 0.003 0.105
H -0.358987 -2.367990 -0.252355 -0.123 0.003 0.028
H -0.071841 -4.151718 1.428499 -0.098 -0.045 0.025
H 2.148806 -4.495962 2.478648 0.010 -0.078 0.071
H 4.050693 -3.123749 1.764821 0.042 0.004 -0.009
H -4.150204 2.037324 0.129053 -0.111 0.074 -0.038
H -4.494771 -0.280096 0.856882 -0.115 -0.048 0.008
```
Positions in Å, forces in eV/Å.

Calculated values
electronic energy = -36276.23825 eV
SMILES string = Cc1ccc(CCNC(=O)[C@H]2CC(c3ccccc3C(F)(F)F)=NO2)cc1
spin multiplicity = 1
E_HOMO = -8.91 eV

DFT (the ωB97M-V functional and the def2-TZVPD basis) results for a gas-phase ion, C20H19F4N2 (charge +1) in a non-equilibrium geometry.

```
45
Properties=species:S:1:pos:R:3:forces:R:3
F -1.744845 -3.272306 2.819672 1.035 0.776 -0.286
C -0.573644 -2.612680 3.015621 2.613 1.463 2.173
C 0.225836 -2.962402 4.193503 -2.247 0.072 -2.046
C 1.380881 -2.340135 4.597324 1.316 1.546 -2.724
C 1.937544 -1.354740 3.684647 -3.202 -0.402 -1.913
C 1.163145 -0.935027 2.531951 -0.804 -1.912 2.011
C -0.103935 -1.495154 2.271524 -1.176 -1.053 -1.222
C -0.975689 -0.993352 1.048436 -0.409 0.411 1.724
N -0.407890 0.116409 0.229723 1.442 -1.511 -1.325
C 0.513030 0.027249 -0.874123 -2.054 -3.610 2.509
N 0.583041 1.164051 -1.459935 0.915 2.475 -0.790
C -0.103266 2.053679 -0.662076 -0.572 4.552 -0.977
C -0.141544 3.470597 -0.815690 -0.064 -1.305 0.459
C -0.744449 4.206299 0.195790 0.976 1.024 -1.697
C -1.453021 3.600413 1.185593 -1.491 -3.389 1.429
C -2.310225 4.330564 2.176658 1.586 2.853 -1.152
F -1.511378 4.651307 3.244431 -1.376 -0.405 -0.316
F -3.397401 3.684152 2.497895 -0.197 -0.204 0.816
F -2.703237 5.543767 1.606552 0.292 -1.261 0.900
C -1.518710 2.187695 1.316734 -0.421 -0.447 -0.309
C -0.775464 1.452452 0.366827 0.377 -0.471 0.537
C 1.437637 1.614838 -2.637169 -1.039 -1.022 -0.661
C 2.821811 1.059639 -2.651230 1.387 -3.168 -0.775
C 3.275045 0.568689 -1.272522 -1.454 0.844 1.033
C 2.845100 -0.875061 -0.980696 -0.685 -1.671 -2.264
C 1.290295 -1.225391 -1.256023 0.506 1.226 4.202
H -0.194163 -3.799312 4.698019 -0.070 -0.496 0.787
H 1.967455 -2.687612 5.431652 -0.136 -0.002 0.178
H 2.894995 -0.933455 3.621147 1.378 0.297 1.108
H 1.413387 -0.230072 1.758930 0.949 0.444 0.376
H -1.329705 -1.847716 0.452115 0.323 0.489 -0.086
H -1.898670 -0.537285 1.529141 0.943 -0.578 -0.804
H 0.252113 3.920382 -1.715835 0.191 0.267 0.289
H -0.667745 5.291628 0.159382 -0.304 -0.228 -0.051
H -2.204517 1.638128 2.046262 1.250 1.137 -0.941
H 1.602263 2.674667 -2.667821 -1.047 0.564 0.475
H 0.918722 1.255316 -3.559494 0.112 0.722 0.811
H 3.539496 1.735310 -3.127736 -0.333 0.078 0.222
H 2.774426 0.138830 -3.326504 0.471 1.088 0.721
H 2.879242 1.373765 -0.530698 0.529 -1.657 -0.667
H 4.305248 0.492804 -1.039725 1.346 0.663 -0.542
H 3.135694 -1.140297 0.013040 -0.298 -0.105 0.856
H 3.434470 -1.662868 -1.617553 -0.861 1.769 0.808
H 0.977614 -1.530616 -2.203592 0.065 -0.557 -1.704
H 1.003971 -2.004184 -0.481178 0.237 0.693 -1.173
```
Positions in Å, forces in eV/Å.

Calculated values
electronic energy = -34891.28900 eV
SMILES string = Fc1ccccc1Cn1c2[n+](c3ccc(C(F)(F)F)cc31)CCCCC2
spin multiplicity = 1
net charge = +1
E_HOMO = -11.89 eV